DFT (wB97M-V/def2-TZVPD) results for a molecular structure, C18H62B2O17Pd2PtS2 in a non-equilibrium geometry.

- E (a.u.) = -3222.43608
- HOMO (alpha / beta) (eV) = -12.28 / -12.28
- net charge = +1
- multiplicity = 8
- orbital gap (alpha / beta) (Eh) = 0.3579 / 0.1805

Element x y z (Å)
Pt  -2.520  -1.234  -1.599
Pd  -2.614  2.611  -0.647
Pd  1.599  0.583  -3.426
S  -1.589  1.538  -3.560
S  0.077  0.400  -0.322
O  1.355  3.256  1.026
O  -0.159  1.524  -3.923
O  -1.160  4.346  -0.373
O  -1.830  0.207  -3.046
O  -0.906  -0.677  -0.490
O  -1.994  2.602  -2.657
O  -2.829  -2.750  -0.087
O  0.972  0.579  -1.451
O  0.871  0.256  0.852
O  3.618  -0.182  -2.488
O  -2.382  1.556  -4.810
O  -0.968  -2.760  -2.488
O  -0.392  -2.683  1.185
O  -2.393  2.946  1.659
O  -1.158  0.594  2.982
O  3.450  -0.219  0.485
O  -0.861  1.592  -0.218
C  -2.504  -0.376  4.633
C  5.033  -0.557  -2.568
C  -1.614  -0.671  3.418
C  5.460  -0.777  -4.012
C  -1.027  -4.792  -3.749
C  -0.753  5.462  -1.152
C  -4.225  3.059  3.174
C  5.430  -0.962  1.332
C  3.229  4.440  1.547
C  -3.800  -3.713  0.238
C  -2.806  3.547  2.875
C  4.038  -0.404  1.699
C  2.578  3.057  1.618
C  -3.422  -4.356  1.610
C  -0.537  6.468  -0.050
C  0.795  -3.036  1.863
C  -0.636  -4.190  -2.441
C  0.913  -4.475  1.928
B  -3.863  0.567  -0.495
B  1.187  -1.455  -4.232
H  5.155  -1.409  -1.899
H  5.855  -0.274  0.600
H  5.320  -1.947  0.879
H  -1.959  -0.125  5.543
H  0.158  5.314  -1.732
H  -0.663  0.370  2.190
H  -0.397  3.980  0.080
H  0.874  -4.836  0.901
H  -1.376  -4.601  -1.755
H  0.557  -0.657  -4.592
H  4.193  4.395  2.055
H  4.612  -1.139  -4.594
H  -2.093  3.241  3.640
H  0.750  -2.418  -4.443
H  2.469  2.566  2.585
H  -2.139  -3.069  0.498
H  3.378  0.034  -1.583
H  -3.296  0.340  4.413
H  -1.733  2.274  1.846
H  -2.115  -1.255  2.646
H  -0.568  -4.474  -4.685
H  2.503  -0.208  0.641
H  0.482  6.302  0.300
H  -4.766  0.229  -0.979
H  -0.750  -1.242  3.760
H  -1.209  6.463  0.809
H  6.037  -0.977  2.237
H  2.175  -1.352  -4.653
H  -2.994  -1.306  4.922
H  3.080  2.336  0.973
H  -2.087  -4.622  -3.935
H  -0.320  -1.847  0.720
H  -0.902  -5.875  -3.751
H  6.175  -1.599  -4.059
H  -2.385  -4.693  1.596
H  -3.163  0.860  -1.263
H  -4.733  3.591  3.977
H  -0.463  -2.520  -3.268
H  5.962  0.113  -4.390
H  -2.873  4.620  2.692
H  3.539  -1.037  2.432
H  -1.544  5.760  -1.840
H  -4.727  -3.142  0.205
H  -3.573  -3.661  2.435
H  0.818  -2.606  2.864
H  4.179  0.478  2.324
H  1.299  -1.270  -3.174
H  3.438  4.734  0.519
H  2.668  5.213  2.071
H  -4.018  1.428  0.137
H  -4.098  -5.183  1.828
H  -3.507  -0.286  0.061
H  -0.449  7.494  -0.409
H  5.619  0.179  -2.017
H  0.017  -4.898  2.383
H  -3.795  -4.454  -0.561
H  -4.919  3.139  2.337
H  1.883  -4.672  2.385
H  0.384  -4.433  -2.143
H  1.561  -2.652  1.189
H  1.049  2.372  0.809
H  -4.237  1.993  3.402



DFT (wB97M-V/def2-TZVPD) results for a molecular structure, C54H44BrCl2F4MoN4O9PS in a non-equilibrium geometry.

- E (a.u.) = -7682.06475
- HOMO (alpha / beta) (eV) = -7.72 / -7.71
- orbital gap (alpha / beta) (Eh) = 0.2373 / 0.2381

Element x y z (Å)
Mo  0.128  -0.089  0.322
Br  -1.389  0.524  -3.292
Cl  0.862  -6.997  2.159
Cl  -1.241  6.114  7.591
S  -1.531  -1.269  2.545
P  -2.386  0.876  0.044
F  -4.924  2.469  0.073
F  -3.501  1.533  -5.069
F  -5.839  2.809  -4.514
F  -6.541  3.245  -1.903
O  -1.708  -2.128  -1.318
O  4.879  -2.647  1.184
O  0.143  1.377  -0.722
O  0.400  0.891  2.122
O  1.410  2.719  1.403
O  1.250  1.669  4.708
O  0.845  -1.577  1.146
O  0.723  -3.883  -2.803
O  0.307  -1.266  -1.472
N  2.203  -0.017  -0.024
N  2.907  -0.995  0.557
N  -2.785  -3.554  3.199
N  -2.330  -3.357  1.064
C  -2.050  4.857  1.049
C  -0.600  -2.046  -1.861
C  1.888  -5.326  0.314
C  -4.549  2.196  -1.180
C  0.908  2.182  -1.407
C  0.655  2.755  5.272
C  -0.426  -5.423  -1.273
C  1.794  -4.571  -0.837
C  -4.432  0.519  2.018
C  -0.097  2.477  6.429
C  1.225  1.860  2.248
C  4.470  -4.217  2.887
C  -5.499  -0.185  2.544
C  0.801  -6.091  0.693
C  0.757  4.063  4.813
C  0.650  -4.598  -1.629
C  2.650  -2.852  2.088
C  -0.680  3.518  7.126
C  2.585  3.864  -2.888
C  2.310  1.922  -1.467
C  2.120  -1.805  1.238
C  4.010  -3.217  2.034
C  2.277  -4.453  3.853
C  -0.268  -2.914  -3.089
C  1.797  -3.489  2.996
C  -1.876  4.794  2.420
C  -3.008  1.334  -2.769
C  -2.210  3.695  0.315
C  -4.315  -1.058  0.208
C  -0.332  -6.156  -0.096
C  -5.044  2.401  -3.525
C  0.169  5.098  5.526
C  -1.845  3.563  3.056
C  -2.215  -2.779  2.262
C  -3.209  -4.508  1.104
C  -5.391  -1.750  0.733
C  0.388  3.270  -2.118
C  -1.973  2.397  2.324
C  -0.530  4.824  6.684
C  1.211  4.098  -2.846
C  3.120  2.793  -2.219
C  -2.186  2.454  0.947
C  2.871  0.819  -0.788
C  -5.395  2.625  -2.194
C  -3.394  -4.733  2.611
C  2.048  1.833  3.562
C  3.616  -4.820  3.789
C  -3.826  0.077  0.848
C  -3.346  1.523  -1.425
C  -1.640  -5.580  -2.140
C  -3.846  1.757  -3.800
C  -5.979  -1.319  1.911
C  -0.239  1.051  6.859
C  -2.759  -3.391  4.621
H  -0.677  3.446  -2.083
H  -3.835  -1.400  -0.698
H  -1.250  3.317  8.020
H  -1.722  3.508  4.126
H  -2.232  -4.229  5.088
H  -2.065  -2.886  0.199
H  -3.779  -3.358  5.015
H  -6.812  -1.863  2.334
H  0.744  0.623  7.049
H  -1.909  1.439  2.824
H  -0.687  0.468  6.054
H  -2.079  5.813  0.544
H  -1.768  5.699  2.997
H  -1.192  -3.360  -3.472
H  5.510  -4.495  2.823
H  2.678  0.936  3.518
H  -2.302  -4.719  -2.034
H  0.788  4.923  -3.399
H  -2.365  3.769  -0.755
H  4.183  2.605  -2.255
H  4.420  -1.922  0.707
H  0.182  -2.277  -3.857
H  -2.761  -5.363  0.598
H  -2.889  -5.641  2.959
H  -4.448  -4.788  2.902
H  4.002  -5.579  4.452
H  -2.192  -6.477  -1.863
H  3.936  0.629  -0.885
H  -1.132  -6.823  0.194
H  -0.849  0.969  7.754
H  0.261  6.113  5.176
H  0.759  -3.186  3.017
H  3.222  4.532  -3.447
H  -1.345  -5.669  -3.184
H  -4.157  -4.271  0.611
H  2.687  2.722  3.625
H  -4.088  1.413  2.515
H  2.787  -5.325  0.906
H  -2.250  -2.461  4.867
H  -5.965  0.167  3.453
H  1.619  -4.925  4.567
H  2.626  -3.966  -1.159
H  -5.775  -2.617  0.214
H  1.269  4.294  3.893



Look up the E of the first one. -3222.43608 a.u.